Density functional theory data (the ωB97M-V functional and the def2-TZVPD basis) for a structure of composition C38H45IrNO9P5S2Te in a non-equilibrium geometry.

Last column: Mulliken spin population.
Atoms and positions in Å:
Ir -0.0888 0.4806 0.2011  0.89
Te -3.5851 -0.1324 2.8163  -0.11
C -4.3195 1.7697 3.3365  0.00
C -3.7666 2.4682 4.4008  0.00
C -4.3101 3.7038 4.7294  0.00
N -5.3425 4.2462 4.0891  -0.01
C -5.8828 3.5496 3.0929  0.00
C -5.4132 2.3096 2.6779  -0.01
C -1.6647 0.3922 2.3246  -0.24
P -0.3520 -0.7802 2.2210  0.00
C 0.8866 -0.3511 3.4630  -0.03
C 2.2272 -0.6591 3.2436  0.00
C 3.1722 -0.3294 4.2052  0.00
C 2.7869 0.3138 5.3725  0.00
C 1.4492 0.6192 5.5945  0.00
C 0.4990 0.2800 4.6464  -0.01
C -1.0332 -2.3820 2.7039  -0.01
C -0.6160 -2.9724 3.8989  0.00
C -1.1996 -4.1560 4.3252  0.00
C -2.1985 -4.7518 3.5690  0.00
C -2.6119 -4.1683 2.3786  0.00
C -2.0306 -2.9907 1.9362  -0.01
P -0.9494 1.8574 1.6392  0.02
C 0.1583 2.7543 2.7357  0.01
C -0.2978 3.3962 3.8881  0.00
C 0.6061 4.0087 4.7402  0.00
C 1.9650 3.9791 4.4488  0.00
C 2.4216 3.3384 3.3067  0.00
C 1.5212 2.7229 2.4489  -0.05
C -2.2586 2.9455 1.0523  -0.04
C -3.1819 2.3781 0.1687  -0.03
C -4.1562 3.1650 -0.4166  0.01
C -4.2192 4.5231 -0.1222  0.00
C -3.3039 5.0916 0.7499  0.00
C -2.3140 4.3083 1.3299  0.01
H -2.9399 2.0682 4.9748  0.00
H -3.8960 4.2798 5.5509  0.00
H -6.7332 4.0018 2.5940  0.00
H -5.8884 1.7995 1.8513  0.00
H 2.5382 -1.1302 2.3229  0.00
H 4.2130 -0.5706 4.0334  0.00
H 3.5299 0.5756 6.1152  0.00
H 1.1473 1.1185 6.5064  0.00
H -0.5463 0.5087 4.8233  0.00
H 0.1629 -2.5196 4.4964  0.00
H -0.8719 -4.6107 5.2506  0.00
H -2.6513 -5.6759 3.9050  0.00
H -3.3821 -4.6391 1.7812  0.00
H -2.3132 -2.5589 0.9850  -0.01
H -1.3533 3.4145 4.1211  0.00
H 0.2528 4.5093 5.6329  0.00
H 2.6695 4.4579 5.1174  0.00
H 3.4804 3.3120 3.0825  0.00
H 1.8720 2.2053 1.5634  0.01
H -3.1135 1.3242 -0.0825  0.00
H -4.8575 2.7246 -1.1137  0.00
H -4.9784 5.1413 -0.5845  0.00
H -3.3474 6.1500 0.9719  0.00
H -1.5806 4.7722 1.9733  0.00
C 1.2269 -3.6702 0.2847  0.00
C 1.3179 -2.8585 -0.9981  0.00
O 1.8878 -3.6432 -2.0473  0.00
P 2.4721 -1.4377 -0.8511  0.01
O 3.8338 -2.0149 -0.2745  0.00
O 2.8723 -0.9578 -2.2860  0.00
O 2.0079 -0.3757 0.1064  0.05
P -0.2439 -2.0333 -1.5401  0.01
O -0.7427 -3.1306 -2.5986  0.00
O 0.2756 -0.7646 -2.1370  0.01
O -1.2571 -1.8384 -0.4550  0.03
H 2.1844 -4.1498 0.4854  0.00
H 0.4624 -4.4417 0.1774  0.00
H 0.9551 -3.0554 1.1398  0.00
H 1.1773 -4.0923 -2.5224  0.00
H 4.3105 -2.5814 -0.8992  0.00
H 2.0880 -0.5793 -2.7464  0.00
H -1.6662 -3.0367 -2.8635  0.00
C 3.1340 2.8074 -1.0291  0.03
C 3.3718 2.1670 -2.3812  -0.01
C 3.9795 3.0863 -3.4189  0.00
O 2.1454 1.5178 -2.8871  0.01
P 0.7080 2.1180 -3.1325  -0.01
S -0.3192 1.2943 -4.4946  0.05
S -0.3489 2.0962 -1.2637  0.40
O 1.0205 3.6638 -3.2232  0.01
C 0.1657 4.8548 -3.2639  0.00
C -1.2604 4.5921 -3.6967  0.00
C 0.2554 5.5368 -1.9143  0.01
H 4.0895 3.1715 -0.6450  0.00
H 2.7368 2.0748 -0.3257  -0.01
H 2.4501 3.6540 -1.0996  -0.01
H 4.0257 1.3077 -2.2509  0.00
H 3.4293 4.0188 -3.5108  0.00
H 4.0113 2.5940 -4.3908  0.00
H 5.0045 3.3145 -3.1210  0.00
H 0.6578 5.4744 -4.0133  0.00
H -1.7978 3.9883 -2.9618  0.00
H -1.3037 4.0889 -4.6591  0.00
H -1.7668 5.5558 -3.7800  0.00
H -0.2422 4.9463 -1.1435  0.00
H -0.2344 6.5108 -1.9729  0.00
H 1.2949 5.6967 -1.6268  0.00

Values from the calculation:
* Kohn-Sham gap (alpha / beta): 6.11 / 6.13 eV
* energy relative to the best compared isomer or geometry (same formula, charge and spin): 3.112 eV
* 2S+1: 2
* net charge: +1
* E_HOMO (alpha / beta): -10.48 / -10.46 eV
* LUMO energy (alpha / beta): -4.4 / -4.3 eV

***

Density functional theory data (the ωB97M-V functional and the def2-TZVPD basis) for a structure of composition C38H45N2P2Se4Si2Tl in a non-equilibrium geometry.

Last column: Löwdin charge in e.
Atoms and positions in Å:
Tl -0.0474 1.8531 0.4899  0.50
C 3.4594 3.0747 -1.4937  -0.18
Si 2.6865 1.6200 -2.3749  0.29
C 1.9972 2.2635 -3.9845  -0.17
C 4.0683 0.3825 -2.7815  -0.19
N 1.5176 0.9657 -1.3335  -0.30
P 0.4833 -0.2357 -1.4857  0.63
C -1.0193 0.1712 -0.7097  -0.48
P -1.6095 -0.7747 0.6224  0.64
N -0.9023 -0.4563 2.0090  -0.27
Si -1.1310 -0.9772 3.6001  0.27
C -0.0588 -2.4819 3.9952  -0.19
C -2.9130 -1.3494 4.1075  -0.18
C -0.5627 0.3497 4.7930  -0.19
C -3.4159 -0.3997 0.7374  -0.26
C -4.3891 -1.0995 0.0179  -0.08
C -5.7180 -0.6924 0.0395  -0.10
C -6.0951 0.4218 0.7799  -0.10
C -5.1410 1.1229 1.5058  -0.09
C -3.8121 0.7114 1.4846  -0.09
C -1.7200 -2.5709 0.1784  -0.26
C -1.7580 -2.9594 -1.1618  -0.11
C -1.9712 -4.2866 -1.5210  -0.09
C -2.1474 -5.2535 -0.5415  -0.11
C -2.1310 -4.8832 0.7979  -0.09
C -1.9304 -3.5523 1.1506  -0.07
C 0.1544 -0.5768 -3.2624  -0.28
C -1.0497 -0.1493 -3.8191  -0.09
C -1.2708 -0.2777 -5.1898  -0.08
C -0.3016 -0.8433 -6.0088  -0.11
C 0.9065 -1.2666 -5.4632  -0.10
C 1.1350 -1.1221 -4.1005  -0.12
C 1.3267 -1.7639 -0.8840  -0.26
C 1.3305 -3.0102 -1.5033  -0.10
C 1.9266 -4.1100 -0.8912  -0.09
C 2.5205 -3.9795 0.3564  -0.11
C 2.5267 -2.7413 0.9892  -0.09
C 1.9397 -1.6442 0.3717  -0.08
H 3.9527 3.7526 -2.2064  0.03
H 2.6765 3.6432 -0.9778  0.01
H 4.1987 2.7707 -0.7439  0.01
H 2.7245 2.9260 -4.4765  0.03
H 1.7363 1.4572 -4.6811  0.01
H 1.0805 2.8376 -3.7851  0.00
H 5.0565 0.8175 -2.5686  0.01
H 3.9635 -0.5258 -2.1726  0.01
H 4.0503 0.0918 -3.8410  0.01
H -0.0100 -3.1829 3.1542  0.00
H 0.9681 -2.1485 4.2065  0.02
H -0.4245 -3.0248 4.8803  0.02
H -3.5346 -1.6898 3.2737  0.01
H -2.9440 -2.1136 4.8977  0.02
H -3.3790 -0.4372 4.4974  0.03
H 0.5112 0.5504 4.6857  0.02
H -1.1052 1.2890 4.6208  0.03
H -0.7518 0.0297 5.8303  0.03
H -4.1141 -1.9694 -0.5623  0.09
H -6.4597 -1.2386 -0.5371  0.09
H -7.1281 0.7554 0.7746  0.09
H -5.4123 2.0119 2.0629  0.08
H -3.0712 1.2725 2.0391  0.08
H -1.6496 -2.2023 -1.9306  0.09
H -1.9985 -4.5641 -2.5702  0.10
H -2.3040 -6.2907 -0.8179  0.09
H -2.2858 -5.6291 1.5709  0.10
H -1.9461 -3.2751 2.1945  0.07
H -1.7883 0.3097 -3.1678  0.07
H -2.2006 0.0825 -5.6159  0.10
H -0.4781 -0.9418 -7.0738  0.09
H 1.6701 -1.6957 -6.1019  0.09
H 2.0926 -1.4178 -3.6818  0.09
H 0.8551 -3.1331 -2.4678  0.09
H 1.9088 -5.0746 -1.3832  0.09
H 2.9733 -4.8400 0.8361  0.09
H 2.9787 -2.6339 1.9697  0.10
H 1.9373 -0.6800 0.8627  0.09
Se -1.7364 4.0819 1.1602  -0.21
Se -3.8805 4.8376 1.1589  -0.24
Se -1.8696 3.5285 -2.7371  -0.17
Se -0.5402 4.1843 -1.0346  -0.15
C 1.2137 2.3215 2.2506  -0.23
C 2.1610 3.4603 2.1629  -0.31
C 1.7430 4.7756 2.3905  -0.06
C 2.6448 5.8310 2.3635  -0.09
C 3.9940 5.6041 2.1063  -0.12
C 4.4184 4.3055 1.8566  -0.11
C 3.5114 3.2537 1.8779  -0.08
H 0.4191 2.4945 2.9669  0.03
H 1.6984 1.3697 2.4612  0.04
H 0.6902 4.9653 2.5719  0.07
H 2.2875 6.8403 2.5344  0.10
H 4.7021 6.4243 2.1041  0.08
H 5.4592 4.1100 1.6311  0.09
H 3.8507 2.2434 1.6650  0.11

Values from the calculation:
* Kohn-Sham gap: 5.04 eV
* 2S+1: 1
* net charge: -2
* E_HOMO: -0.98 eV
* LUMO energy: 4.1 eV